[1]
{
  "formula": "C45H69N11O15",
  "method": "ωB97M-V/def2-TZVPD",
  "elements": ["O", "H", "O", "H", "C", "H", "C", "H", "H", "C", "H", "H", "H", "C", "H", "H", "C", "O", "O", "C", "H", "H", "C", "C", "H", "H", "H", "C", "H", "H", "C", "H", "H", "H", "H", "C", "H", "C", "H", "H", "H", "H", "H", "H", "C", "N", "O", "N", "C", "O", "H", "C", "H", "C", "C", "H", "C", "C", "O", "H", "C", "H", "N", "H", "H", "O", "N", "H", "C", "H", "C", "H", "H", "H", "H", "H", "H", "N", "O", "C", "C", "H", "H", "H", "N", "H", "N", "C", "C", "H", "C", "C", "C", "O", "O", "C", "C", "C", "H", "C", "C", "H", "C", "H", "C", "C", "O", "H", "N", "H", "H", "H", "H", "H", "N", "C", "C", "N", "C", "H", "O", "H", "H", "O", "H", "N", "C", "H", "H", "H", "C", "H", "C", "H", "H", "C", "H", "H", "O", "C"],
  "coordinates": [[3.4456, 4.9860, -4.0734], [0.1196, -0.7962, 3.7011], [-5.9739, -4.2709, -1.5997], [-7.2314, 0.9311, 4.6586], [-6.3942, 0.3242, 4.3334], [-0.7759, 4.8142, -3.1260], [-2.0808, 4.7562, 5.9521], [-2.7787, -3.2710, 1.7395], [-0.0890, -4.3994, 5.0109], [-1.0790, -4.5776, -1.4877], [-0.0176, -4.3873, -1.5865], [-4.9276, -2.5252, 5.4396], [1.4092, -1.0538, -1.4015], [-5.0955, -1.6168, 4.8742], [4.1073, 3.6437, 1.6169], [-3.9744, -3.0186, -2.1040], [-3.8222, -5.0217, -1.4974], [-1.6892, 2.2924, 2.6977], [6.8145, 5.8676, 0.2931], [-5.4937, 0.7277, 3.3447], [-6.9588, -1.0533, 5.8296], [6.1111, 2.8594, -1.3505], [-5.9891, -4.2769, 1.6457], [-0.0915, 0.0708, -2.0806], [-0.6766, -0.8345, -2.2675], [1.9947, -1.8647, 5.7172], [-1.8696, 0.5901, -0.1493], [0.9612, 0.4754, -6.4846], [-1.5618, -2.5166, -1.8912], [-2.9770, 3.7164, 4.3485], [-2.0455, 3.9367, 4.8492], [3.5478, 2.2808, -7.4079], [-3.6005, 0.1975, 2.4704], [6.9911, -1.2452, -3.0907], [3.1836, -0.3383, -2.8634], [-0.9650, 5.0573, 6.7231], [2.4522, 3.0316, -2.9958], [1.4193, 3.2236, -3.2734], [-1.0651, 5.6816, 7.5993], [1.9647, -2.5678, 4.0806], [3.5544, -3.4014, -0.1778], [1.4851, -2.5607, -0.4800], [1.1515, 2.4433, -3.9935], [3.1466, 3.7107, 0.0189], [4.0489, -2.7040, -0.8724], [-5.0986, -2.1482, 0.8211], [-6.5184, 2.6801, 2.7840], [-0.6675, 2.6294, 3.2634], [-1.1043, -0.1437, 0.1293], [5.2532, -2.5880, -0.8745], [6.4112, 4.5717, -1.6860], [0.2636, 4.5147, 6.3498], [4.6935, 1.4825, -4.0984], [4.3922, 0.9629, -3.1917], [-0.7191, -3.4877, 4.9957], [-0.8305, -6.6448, -1.1536], [-6.2119, -0.8351, 5.0793], [-4.1158, -1.1692, 3.9877], [-4.9253, 1.9693, 1.5227], [-0.5746, 4.4469, -4.8078], [0.3166, 3.6977, 5.2253], [1.1255, 4.8575, 6.9047], [1.6016, 1.7455, -6.7432], [5.0346, 0.0900, -0.6899], [-3.0399, 5.2337, 6.1232], [-1.9219, -3.4824, 5.1147], [3.1892, -2.0823, -1.7167], [-1.5251, -1.1195, -0.1107], [3.0543, 1.7224, -6.6149], [3.3679, 2.0970, -5.6381], [-1.9347, -3.5138, -1.7076], [4.2334, 2.4568, 0.3983], [1.1498, 0.1332, -5.4656], [3.4094, 0.6939, -6.6302], [-0.1575, 6.0756, -4.1807], [-1.0184, -0.0623, 1.2111], [3.2872, -1.8421, -3.8232], [-5.6583, 1.8863, 2.4799], [-6.2175, -1.8036, 0.5416], [3.5893, -1.3514, -2.8956], [-5.8459, -5.5322, 2.2171], [-3.2276, -1.7793, 3.9115], [1.2573, 3.2755, 4.8976], [0.8203, 3.0977, -2.3726], [1.2338, 4.5743, -3.7404], [1.2467, -0.2989, -7.1998], [5.3300, -0.0874, -2.7978], [-3.6430, -3.9157, 1.8549], [-2.9406, -6.0647, -1.2055], [-2.4582, -5.4956, 2.5193], [1.5753, -2.6631, 5.0979], [2.2828, 5.3313, -4.1780], [-1.5630, -5.8534, -1.2228], [0.4476, 2.3638, 2.8472], [1.9736, 1.4166, -0.7493], [-0.1193, 5.0064, -3.9812], [-4.8831, -3.4650, 1.4133], [-3.4769, -5.1368, 2.4780], [5.8448, -1.3593, -1.2183], [-3.2890, -3.7783, -1.7426], [5.6712, 3.8541, -1.3273], [-0.1574, -0.3381, 5.4283], [5.8583, 5.2480, 0.6920], [1.9967, 6.2780, -4.6634], [5.0648, -0.6467, -1.4942], [-4.6045, -5.9281, 2.6923], [-5.6846, -6.3705, -1.3453], [-1.3892, -1.0778, 4.4766], [-5.2593, -5.2528, -1.5171], [4.1184, -1.1957, -1.4944], [1.9025, -3.5575, 5.6193], [-0.1144, 0.5609, -6.6439], [-4.5310, -6.9843, 2.9297], [5.3205, 5.4448, 1.6336], [0.1436, -2.4170, 5.0152], [1.0385, 0.9679, -0.1128], [0.9042, 2.8738, -6.9598], [5.2610, 4.2289, 0.0184], [-0.8187, 3.4308, 4.4782], [3.4413, 0.4554, -3.3568], [6.6080, -0.0892, -4.6942], [1.2542, -2.6527, -2.2035], [4.3352, 1.7586, -2.4536], [-0.3129, 2.9237, -6.9965], [1.4890, 3.7806, -7.1697], [0.0829, 0.1818, -0.6464], [1.7644, -2.0855, -1.4184], [0.8279, -0.1279, -2.6293], [4.6701, -1.2503, -2.9815], [-3.3449, -7.0477, -1.0014], [-0.3163, -1.0955, 4.6601], [-6.9690, -3.9067, 1.3769], [-4.3425, -0.0497, 3.2184], [-0.6353, 0.9344, -2.4663], [0.8664, 1.0720, 0.9662], [4.0911, 3.5355, 0.5321], [4.8481, 4.0473, -2.0199], [-6.7209, -6.1470, 2.3702], [-4.0922, -1.4921, 0.6446], [6.3514, -0.4897, -3.5783]],
  "forces_ev_per_angstrom": [[-0.03, 0.16, -0.12], [0.34, 0.22, 0.19], [0.15, 0.17, -0.32], [-0.05, 0.19, -0.63], [-0.52, 0.94, 0.25], [0.32, 0.06, 0.20], [-0.72, 0.68, 0.28], [-0.03, -0.07, -0.27], [-0.48, -0.27, -0.09], [0.38, 0.28, 0.01], [0.06, -0.25, 0.22], [-0.01, 0.01, -0.01], [0.70, -1.12, 0.26], [0.47, 0.08, 0.18], [-0.67, 0.39, -0.03], [0.01, 0.17, 0.41], [1.89, -0.74, 0.28], [-0.09, -0.11, 0.07], [0.33, 0.34, 0.18], [0.57, -1.86, 1.19], [0.06, -0.23, 0.00], [-0.29, -0.17, -0.16], [-0.43, 0.39, -0.32], [-0.69, -0.12, -0.34], [-0.15, 0.30, 0.01], [0.09, 0.12, -0.25], [-0.25, -0.16, 0.15], [-1.05, -0.02, -0.33], [-0.08, -0.14, -0.13], [0.23, -0.04, -0.36], [-0.12, -0.21, -0.13], [-0.02, 0.05, 0.04], [-0.11, 0.28, 0.03], [-0.22, -0.10, 0.12], [-1.18, -3.80, 1.76], [-0.03, -0.47, -0.48], [0.05, 0.31, 0.01], [0.22, -0.16, 0.59], [0.08, 0.14, -0.07], [0.57, -0.27, 0.21], [-0.24, 0.51, 0.31], [0.46, -0.01, 0.23], [-0.27, 0.24, -0.25], [-0.02, 0.66, 0.18], [-0.63, -3.06, 0.46], [0.63, -0.49, 0.08], [-0.38, 0.42, 0.06], [-0.35, -0.12, -0.47], [-1.03, 0.67, -0.35], [-0.83, -6.88, 1.71], [0.26, -0.14, 0.35], [-0.75, 0.45, -0.02], [0.36, -0.31, -0.18], [1.55, 1.85, -1.29], [1.37, 0.22, 1.19], [-0.31, -0.27, 0.31], [-0.04, 0.40, -0.36], [-0.74, -0.66, 0.42], [0.16, 0.19, -0.27], [0.12, 0.20, -0.13], [0.75, 0.08, 0.03], [0.29, -0.52, -0.12], [0.86, -0.64, 0.02], [0.18, 0.81, -0.13], [0.10, -0.09, 0.48], [-0.13, 0.24, -0.69], [-3.54, -3.88, -0.33], [0.32, -0.12, -0.05], [0.10, 0.21, 0.38], [0.00, 0.30, -0.11], [-0.18, -0.65, 0.10], [0.15, 0.01, -0.13], [0.07, -0.06, 0.04], [-0.11, -0.04, -0.32], [0.09, -0.04, -0.12], [0.60, 0.04, -0.06], [-1.01, -0.36, -0.16], [-0.10, -0.31, 0.31], [-0.29, 0.14, 0.02], [-4.50, -5.48, -3.01], [0.08, 0.88, 0.60], [0.08, 0.14, -0.27], [-0.01, 0.07, -0.03], [-0.04, -0.18, 0.00], [0.27, 0.56, -0.59], [0.53, 0.10, 0.08], [2.93, 5.53, 1.08], [0.46, 1.29, -0.22], [-0.20, -0.52, 0.05], [-0.08, -0.14, 0.80], [-0.02, 1.41, -0.27], [0.13, -0.93, 0.28], [-0.27, 0.50, -0.47], [0.03, 0.07, 0.43], [0.14, 0.11, 0.05], [-0.74, -0.29, -0.15], [-0.65, -1.42, 1.27], [-0.57, -0.16, -0.88], [0.58, 2.82, -1.07], [-1.23, 1.20, -0.83], [0.28, 1.33, -0.05], [0.42, -0.07, 0.02], [-0.67, -0.63, -0.53], [-0.15, 0.01, 0.21], [4.03, 5.93, 2.30], [0.25, -1.00, -1.25], [0.32, -0.60, -0.16], [-0.01, -0.43, 0.22], [-0.65, 0.65, 0.63], [3.60, 4.93, 1.95], [-0.56, -0.42, -0.35], [0.03, 0.31, 0.31], [0.31, 0.19, 0.65], [0.21, 0.14, 0.21], [-1.11, -0.96, 0.16], [-0.07, -0.49, 0.00], [-0.68, -0.08, -0.36], [-0.39, -0.17, -0.38], [0.56, 0.00, 0.45], [1.09, 3.92, -1.57], [-0.34, 0.04, -0.28], [-0.16, 0.24, -0.11], [-0.16, -0.38, 0.43], [-0.14, 0.10, 0.17], [0.44, -0.16, 0.17], [-0.52, -0.07, 0.27], [0.00, -0.42, -0.50], [-0.04, 0.82, 0.04], [-2.85, -2.64, -1.63], [0.01, 0.01, -0.03], [-0.39, 0.31, -0.37], [0.02, -0.07, -0.19], [0.58, 0.43, -0.85], [0.10, 0.00, -0.20], [0.41, 0.33, 0.06], [1.05, -0.98, 0.34], [-0.20, -0.71, 0.00], [0.03, -0.09, -0.10], [0.35, 0.51, -0.33], [1.30, 0.65, 0.06]],
  "lowdin_charge": [0.0003, 0.0861, 0.0789, 0.1176, -0.0029, 0.0888, -0.0706, 0.1151, 0.1331, -0.0703, 0.0866, 0.1135, 0.0327, -0.0518, 0.0824, 0.1298, -0.1533, 0.0756, 0.0165, -0.1322, 0.1074, 0.0887, -0.0057, -0.0581, 0.0745, 0.0909, 0.1067, -0.0541, 0.0740, 0.1232, -0.0013, 0.0949, 0.0965, 0.1548, 0.0421, -0.0570, 0.0646, -0.0500, 0.1093, 0.0897, 0.1515, 0.0995, 0.0836, 0.0791, -0.2710, -0.3392, 0.0863, -0.3300, -0.0373, 0.0149, 0.0894, -0.0536, 0.0940, -0.0203, -0.3294, 0.1088, -0.0708, -0.0763, 0.0869, 0.0785, -0.0023, 0.1094, -0.1843, 0.1216, 0.1135, 0.0237, -0.1504, 0.0621, -0.0379, 0.0628, -0.0582, 0.0688, 0.0754, 0.0898, 0.0866, 0.0750, 0.1356, -0.3616, 0.1111, -0.1152, -0.0595, 0.0672, 0.1173, 0.0786, -0.1809, 0.0933, -0.1941, -0.0329, 0.0079, 0.1101, -0.0578, -0.3235, -0.0531, 0.0571, 0.0199, -0.0620, -0.1610, -0.0628, 0.0675, -0.0144, -0.0383, 0.0946, -0.3533, 0.1357, -0.1223, -0.0589, 0.0908, 0.0616, -0.3461, -0.0375, 0.0874, 0.0859, 0.1094, 0.1277, -0.1964, -0.3095, -0.3535, -0.1870, -0.1502, 0.0441, 0.0307, 0.0943, 0.0771, -0.0065, 0.1426, -0.2005, -0.0246, 0.0707, 0.0296, 0.1197, -0.0435, 0.1238, -0.0252, 0.1079, 0.1168, -0.0664, 0.0737, 0.1116, 0.0464, -0.3160],
  "energy_ev": -94865.0182,
  "gap_ev": 7.36
}

[2]
{
  "formula": "C5H12O",
  "method": "ωB97M-V/def2-TZVPD",
  "elements": ["H", "H", "H", "H", "H", "H", "C", "C", "H", "C", "C", "C", "O", "H", "H", "H", "H", "H"],
  "coordinates": [[0.0806, 2.3242, 0.9104], [1.7599, 0.8402, 0.4541], [-0.2023, -2.4247, -0.3288], [-0.4656, 1.8300, -0.7011], [0.8924, -0.6710, -1.8277], [-1.6584, 2.4601, 0.4762], [1.3284, -0.1175, 0.7582], [0.0298, -0.0980, -1.4872], [1.9970, -0.9175, 0.4271], [-0.5871, -1.7336, 0.4221], [-0.7490, 1.8745, 0.3480], [-0.0614, -0.3155, 0.1239], [-1.0034, 0.5519, 0.7340], [1.3077, -0.1348, 1.8585], [-0.2962, -2.1226, 1.4099], [-1.6818, -1.7441, 0.3885], [-0.8798, -0.4785, -1.9647], [0.1892, 0.8769, -2.0014]],
  "forces_ev_per_angstrom": [[-0.20, 0.02, 0.05], [0.06, -0.12, -0.02], [-0.03, -0.10, 0.04], [-0.22, 0.85, 0.19], [-0.15, -0.39, 0.00], [0.07, 0.01, 0.08], [0.07, 0.04, -0.18], [0.00, -0.51, 0.36], [-0.01, 0.12, -0.01], [0.07, 0.02, -0.22], [-0.02, 0.42, 0.00], [0.25, -0.16, -0.61], [0.00, -0.03, -0.19], [-0.29, -0.07, -0.35], [0.06, 0.41, -0.24], [0.20, 0.08, -0.16], [0.13, -0.24, 0.20], [0.02, -0.36, 1.08]],
  "nbo_charge": [0.1608, 0.2077, 0.2079, 0.1753, 0.2143, 0.1897, -0.6494, -0.6687, 0.2124, -0.6233, -0.2567, 0.2782, -0.5411, 0.2201, 0.2142, 0.2256, 0.2168, 0.2161],
  "energy_ev": -7426.2688,
  "gap_ev": 10.60,
  "smiles": "COC(C)(C)C"
}

[3]
{
  "formula": "C8H15BrSi",
  "method": "ωB97M-V/def2-TZVPD",
  "elements": ["C", "H", "H", "H", "H", "H", "H", "H", "H", "C", "Br", "C", "H", "C", "Si", "H", "H", "H", "C", "H", "H", "C", "H", "C", "C"],
  "coordinates": [[1.1505, -2.0624, 0.6852], [-2.6225, -1.3940, -0.5239], [-0.0054, 0.4333, -2.6104], [2.2525, 2.6448, 0.1900], [-0.8753, -1.9122, -0.8875], [-1.5336, 2.0100, 0.3700], [0.5067, -1.8501, 2.7102], [-2.3096, 0.6771, 1.3019], [1.7616, -2.6058, -0.0296], [0.9559, -2.4902, 1.9444], [2.5101, -0.6716, -2.4081], [-0.5803, 1.0669, -1.9468], [-2.9218, 0.9630, -0.2818], [1.4456, 1.0144, 1.3094], [0.7238, -0.2429, 0.0323], [1.4359, 0.6759, 2.4264], [-1.4404, 1.2842, -2.4957], [2.5329, 2.6655, 2.0008], [2.0290, 2.1923, 1.0904], [1.5448, -3.2365, 2.3878], [-1.8993, -1.2654, -2.1602], [-1.9514, 1.0343, 0.2735], [-0.0113, 1.9397, -1.7299], [-1.0009, 0.2157, -0.6035], [-1.6975, -1.0857, -1.0449]],
  "forces_ev_per_angstrom": [[-0.38, 1.29, -0.03], [0.64, 0.41, 0.12], [0.33, -0.16, 0.12], [0.09, 0.69, -1.97], [-1.99, 0.83, -0.13], [-0.28, 1.00, 0.15], [-0.36, -0.14, -0.41], [1.27, 0.00, -1.22], [-0.06, -0.21, 0.17], [0.34, 2.41, -0.59], [-1.28, 0.41, 1.90], [-0.05, -2.02, 1.71], [0.72, 0.89, 0.20], [-0.20, -0.93, 0.63], [1.13, -0.94, 0.90], [-0.11, 0.34, -2.14], [-1.71, 0.74, -0.61], [-0.95, -0.30, -1.37], [0.94, -0.66, 3.58], [0.34, -1.64, 0.11], [0.19, 1.02, 1.38], [-1.28, -1.06, 0.45], [0.39, 0.81, 0.28], [0.43, 0.09, -1.86], [1.84, -2.86, -1.36]],
  "nbo_charge": [-0.6723, 0.2262, 0.2472, 0.2013, 0.2192, 0.2188, 0.1840, 0.2205, 0.2435, -0.3519, -0.5491, -0.6098, 0.2193, -0.7588, 1.8011, 0.2438, 0.2134, 0.1981, -0.3131, 0.2028, 0.2314, -0.6122, 0.2086, -0.5784, -0.6334],
  "energy_ev": -86456.5482,
  "gap_ev": 8.31
}

Energy above the lowest of the compared OMol25 structures with the same formula, charge and spin in kJ/mol, matching the order above: 506.7, 100.6, 205.8